Arrangement w

The following is a DFT calculation (ωB97M-V/def2-TZVPD) of a cluster of 3 separate species, CHI3O in total.

## Properties
HOMO-LUMO gap = 7.548 eV
net charge = 0
HOMO level = -9.27 eV
lowest unoccupied orbital energy = -1.7 eV

Last column: Löwdin charge in e.
Atoms and positions in Å:
O (-0.89, 1.24, 1.89)  0.0126
I (-1.56, -1.37, -1.63)  0.3901
H (-1.70, -0.07, -0.71)  -0.3700
I (2.23, 1.27, -0.33)  0.0710
C (-0.45, 0.27, 1.53)  -0.1186
I (2.37, -1.34, -0.76)  0.0150

Arrangement x

The following is a DFT calculation (ωB97M-V/def2-TZVPD) of a cluster of 2 separate species, CHI3O in total.

## Properties
HOMO-LUMO gap = 7.714 eV
net charge = 0
HOMO level = -9.22 eV
structure (SMILES) = O=CI.II
lowest unoccupied orbital energy = -1.5 eV

Last column: Löwdin charge in e.
Atoms and positions in Å:
I (-2.03, 2.26, -0.22)  0.0706
C (0.84, -0.94, -0.58)  -0.5887
I (-2.09, 0.62, 1.86)  0.0499
H (1.20, -1.89, -0.66)  0.0248
O (-0.21, -0.50, -0.88)  -0.1258
I (2.30, 0.44, 0.48)  0.5693

Most stable to least stable, the ends of the list are arrangement w and arrangement x.

Arrangement w

The following is a DFT calculation (ωB97M-V/def2-TZVPD) of the molecule C2H4BrClIN.

## Properties
HOMO-LUMO gap = 8.682 eV
net charge = 0
HOMO level = -9.42 eV
structure (SMILES) = CN(I)[C@H](Cl)Br
lowest unoccupied orbital energy = -0.7 eV

Last column: Löwdin charge in e.
Atoms and positions in Å:
H (-0.21, 1.12, -1.29)  0.0599
H (1.09, -1.89, 0.51)  0.0832
H (-0.33, 2.14, 0.16)  0.0691
H (-1.48, 0.80, -0.10)  0.0413
C (0.54, -1.00, -0.08)  -1.1998
N (0.49, 0.26, 0.46)  -0.7304
I (0.34, 0.32, 2.52)  0.8763
Br (-1.30, -1.91, -0.27)  0.4846
C (-0.44, 1.13, -0.22)  -0.2598
Cl (1.30, -0.96, -1.69)  0.5756

Arrangement x

The following is a DFT calculation (ωB97M-V/def2-TZVPD) of a structure of composition C2H4BrClIN.

## Properties
HOMO-LUMO gap = 5.789 eV
net charge = 0
HOMO level = -7.29 eV
lowest unoccupied orbital energy = -1.5 eV

Last column: Löwdin charge in e.
Atoms and positions in Å:
N (0.14, 0.16, -0.40)  -0.7167
I (-1.60, 0.12, -1.56)  0.9581
H (1.56, 1.32, 0.37)  0.0145
C (0.72, 1.35, -0.29)  -0.1273
C (0.44, -0.99, 0.13)  -1.3666
H (-1.78, -0.56, 0.85)  -0.0302
Cl (1.99, -1.03, 1.07)  0.5400
H (-1.66, 0.14, 1.22)  0.0498
Br (0.02, -2.64, -0.53)  0.6521
H (0.16, 2.13, -0.84)  0.0262

Most stable to least stable, the ends of the list are arrangement w and arrangement x.

Arrangement w

The following is a DFT calculation (ωB97M-V/def2-TZVPD) of the molecule C5H14N4.

## Properties
HOMO-LUMO gap = 9.589 eV
net charge = 0
HOMO level = -8.82 eV
structure (SMILES) = [H]/N=C(\N(C)N)C(C)(C)N
lowest unoccupied orbital energy = 0.8 eV

Last column: Löwdin charge in e.
Atoms and positions in Å:
N (2.33, -0.62, -0.20)  0.0439
H (0.24, -0.86, -1.99)  0.0803
H (-0.73, 2.97, -0.81)  0.0760
H (-1.31, 1.69, -1.91)  0.0822
H (-0.76, -1.81, -0.89)  0.0589
H (-2.44, -0.28, -0.45)  0.0825
N (-2.00, 0.08, 0.40)  0.0575
H (1.15, -0.99, 2.25)  0.0851
H (0.83, -2.40, -1.33)  0.0829
H (-0.36, -1.67, 1.65)  0.0668
H (-2.41, 2.44, -0.73)  0.0826
H (1.16, -2.51, 1.35)  0.0819
H (0.68, 2.51, 0.74)  0.0498
H (-2.74, 0.50, 0.96)  0.0923
H (2.86, -1.17, 0.46)  0.0633
C (0.26, -1.49, -1.09)  -0.0630
H (2.56, 0.36, 0.05)  0.0409
C (0.87, -0.74, 0.10)  -0.5430
N (-1.03, 1.06, 0.08)  -0.2229
C (0.70, -1.52, 1.41)  -0.0611
N (1.19, 1.64, 0.60)  0.1255
C (0.31, 0.72, 0.26)  -0.3097
C (-1.38, 2.09, -0.89)  -0.0526

Arrangement x

The following is a DFT calculation (ωB97M-V/def2-TZVPD) of the molecule C5H14N4.

## Properties
HOMO-LUMO gap = 8.807 eV
net charge = 0
HOMO level = -8.02 eV
lowest unoccupied orbital energy = 0.8 eV

Last column: Löwdin charge in e.
Atoms and positions in Å:
H (1.98, -0.28, -2.00)  0.0934
H (-2.01, -0.98, 0.65)  0.0695
N (0.48, -0.53, -0.60)  -0.1305
H (-0.67, 0.75, -1.80)  0.1234
C (-2.39, -0.05, 0.24)  -0.0640
N (2.38, 0.41, 0.37)  0.0876
H (0.50, -1.08, -2.64)  0.0944
N (1.02, -1.34, 1.44)  0.0566
H (-2.76, -0.23, -0.77)  0.0770
C (-1.31, 1.03, 0.25)  -0.4353
H (-1.77, 1.98, -0.05)  0.1365
H (3.06, 0.48, 1.12)  0.0392
H (1.58, -1.44, 2.27)  0.0371
C (-0.21, 0.75, -0.81)  -0.1304
H (-0.43, 0.33, 1.95)  0.0452
H (-0.11, 1.91, 1.65)  0.0765
C (1.48, -0.46, 0.60)  -0.6356
H (-0.15, -1.27, -0.19)  0.1460
H (0.56, 1.52, -0.77)  0.1199
C (1.18, -1.00, -1.79)  -0.0300
H (1.63, -1.97, -1.58)  0.1038
H (-3.22, 0.27, 0.86)  0.0795
N (-0.83, 1.20, 1.60)  0.0403

Arrangement y

The following is a DFT calculation (ωB97M-V/def2-TZVPD) of the molecule C5H14N4.

## Properties
HOMO-LUMO gap = 8.398 eV
net charge = 0
HOMO level = -7.63 eV
structure (SMILES) = [H]/N=N\N(C)[C@H](C)N(C)C
lowest unoccupied orbital energy = 0.8 eV

Last column: Löwdin charge in e.
Atoms and positions in Å:
H (1.50, 0.82, -1.37)  0.0876
H (-0.20, -0.97, 1.51)  0.1366
H (1.69, 0.61, 1.67)  0.0736
H (-1.81, 2.25, 1.04)  0.0743
N (-2.41, -0.87, -0.30)  -0.0101
H (1.96, -2.23, -0.93)  0.0889
N (-1.49, 0.24, 0.50)  -0.1615
H (2.56, -0.97, 0.16)  0.0838
C (0.72, 0.06, -1.56)  -0.0683
H (-0.67, -1.67, -0.65)  0.0725
C (-0.15, -0.13, 0.80)  -0.3914
C (0.70, 0.98, 1.40)  -0.0369
H (0.21, 1.35, 2.31)  0.0861
C (1.69, -1.60, -0.08)  -0.0794
N (-1.85, -1.85, -0.68)  0.0012
H (0.82, 1.82, 0.72)  0.0726
H (-2.92, 1.55, -0.15)  0.0733
N (0.51, -0.81, -0.42)  -0.2799
H (1.04, -0.54, -2.42)  0.0903
H (-0.21, 0.56, -1.82)  0.0751
C (-1.87, 1.59, 0.17)  -0.1407
H (1.48, -2.24, 0.77)  0.0897
H (-1.29, 2.05, -0.64)  0.0627

Most stable to least stable, the ends of the list are arrangement x and arrangement y.

Arrangement w

The following is a DFT calculation (ωB97M-V/def2-TZVPD) of the molecule C9H11N.

## Properties
HOMO-LUMO gap (alpha / beta) = 7.154 / 7.145 eV
net charge = 0
HOMO level (alpha / beta) = -6.64 / -6.52 eV
lowest unoccupied orbital energy (alpha / beta) = 0.5 / 0.6 eV

Last column: Löwdin charge in e.
Atoms and positions in Å:
H (-3.87, 0.99, 0.66)  0.0483
H (-0.50, -0.73, 1.07)  0.0833
C (1.09, 2.08, -0.15)  0.0209
C (-2.35, -0.40, 0.41)  -0.1037
H (1.53, 0.02, -1.72)  0.1258
C (1.08, -0.23, -0.84)  -0.3076
C (1.66, -1.46, -0.26)  -0.0508
H (0.97, 2.18, -1.17)  0.0422
H (1.30, -2.38, -0.63)  0.0965
H (-0.72, 0.32, -1.77)  0.0822
C (2.11, -1.15, 1.00)  -0.0382
H (-0.58, -1.24, -1.89)  0.1153
C (-3.56, -0.02, 0.67)  0.0170
H (2.33, 0.81, 1.96)  0.0740
C (1.98, 0.27, 1.21)  -0.0567
H (-4.33, -0.64, 0.98)  0.0280
N (1.34, 0.82, 0.15)  -0.1429
C (-1.12, -0.66, 0.23)  -0.0534
C (-0.37, -0.45, -1.17)  -0.0851
H (2.47, -1.74, 1.70)  0.0480
H (1.65, 2.74, 0.45)  0.0569

Arrangement x

The following is a DFT calculation (ωB97M-V/def2-TZVPD) of the molecule C9H11N.

## Properties
HOMO-LUMO gap (alpha / beta) = 6.373 / 6.407 eV
net charge = 0
HOMO level (alpha / beta) = -6.35 / -6.38 eV
lowest unoccupied orbital energy (alpha / beta) = 0.0 / 0.0 eV

Last column: Löwdin charge in e.
Atoms and positions in Å:
H (3.02, -1.87, -1.68)  0.1245
C (0.11, 0.05, 0.97)  -0.2833
H (1.61, 0.27, 2.48)  0.1105
H (-3.93, -0.85, 1.83)  0.0297
H (3.11, -0.17, -3.73)  0.1339
C (2.18, -0.16, -3.04)  -0.0616
C (2.35, -1.07, -1.87)  -0.0551
C (1.47, -0.38, -0.93)  -0.2643
C (-2.07, -0.84, 0.59)  -0.0602
C (2.35, 0.47, -1.65)  -0.0446
H (-1.42, 0.54, 2.17)  0.0818
N (0.66, -0.72, -0.06)  0.1853
H (3.00, 1.17, -1.40)  0.0788
H (1.15, -0.09, -3.50)  0.1228
H (0.38, 1.75, 2.31)  0.1212
H (1.65, 1.31, 1.13)  0.0449
C (-1.23, -0.03, 1.28)  -0.1900
C (0.98, 0.90, 1.81)  -0.0306
H (-4.37, -1.05, 0.23)  0.0995
H (-3.47, -2.27, 0.87)  0.0135
C (-3.49, -1.25, 0.96)  -0.1570

Most stable to least stable, the ends of the list are arrangement w and arrangement x.

Arrangement w

The following is a DFT calculation (ωB97M-V/def2-TZVPD) of the molecule C4H4N2S2.

## Properties
HOMO-LUMO gap = 10.051 eV
net charge = 0
HOMO level = -10.03 eV
structure (SMILES) = N#CC(S)(C#N)CS
lowest unoccupied orbital energy = 0.0 eV

Last column: Löwdin charge in e.
Atoms and positions in Å:
C (1.19, -2.15, 0.57)  -0.2508
N (1.48, -2.51, 1.63)  0.2128
H (1.05, 0.29, 0.63)  0.0702
S (0.17, 1.30, -1.30)  0.7040
C (0.30, -0.09, -0.01)  -0.5116
C (0.74, -1.43, -0.57)  -0.8488
N (2.77, -1.10, -2.09)  0.2212
C (1.90, -1.16, -1.37)  -0.2964
H (-1.62, -1.23, -0.98)  -0.0508
H (-0.19, 0.60, -2.39)  -0.1448
S (-0.69, -2.21, -1.45)  0.8166
H (-0.69, -0.19, 0.48)  0.0785

Arrangement x

The following is a DFT calculation (ωB97M-V/def2-TZVPD) of the molecule C4H4N2S2.

## Properties
HOMO-LUMO gap = 8.460 eV
net charge = 0
HOMO level = -8.86 eV
structure (SMILES) = C#CC(/C=N\S)=N/S
lowest unoccupied orbital energy = -0.4 eV

Last column: Löwdin charge in e.
Atoms and positions in Å:
H (0.74, -1.60, 1.09)  0.0898
N (1.74, 0.53, -0.36)  -0.2949
C (-0.36, 1.48, 0.06)  -0.1061
H (-1.93, 3.09, -0.06)  0.0338
S (-2.31, -0.93, -0.53)  0.7615
C (0.56, 0.37, 0.12)  -0.4426
H (3.96, -0.07, -0.59)  -0.1474
H (-3.00, -2.10, -0.45)  -0.1255
N (-1.11, -1.47, 0.45)  -0.3884
C (0.03, -0.93, 0.58)  -0.2853
S (2.85, -0.74, -0.28)  0.7678
C (-1.17, 2.36, -0.02)  0.1371

Arrangement y

The following is a DFT calculation (ωB97M-V/def2-TZVPD) of the molecule C4H4N2S2.

## Properties
HOMO-LUMO gap (alpha / beta) = 6.634 / 6.752 eV
net charge = 0
HOMO level (alpha / beta) = -7.07 / -7.40 eV
lowest unoccupied orbital energy (alpha / beta) = -0.4 / -0.6 eV

Last column: Löwdin charge in e.
Atoms and positions in Å:
C (-1.20, 1.30, -0.21)  -0.0028
H (-1.22, -0.42, 0.74)  0.1299
C (3.34, 0.13, 0.02)  -0.8092
C (0.65, -0.23, -0.21)  -0.4098
C (2.58, -2.14, -0.02)  -0.5198
N (3.43, -1.11, 0.00)  -0.0430
N (-0.63, 0.16, 0.12)  -0.2029
H (-0.93, 1.97, -0.99)  0.0647
H (-2.21, 1.42, 0.18)  0.0691
S (0.89, -1.90, 0.02)  0.9114
S (3.76, 1.62, 0.13)  0.7171
H (2.89, -3.19, -0.38)  0.0954

Most stable to least stable, the ends of the list are arrangement w and arrangement y.

Arrangement w

The following is a DFT calculation (ωB97M-V/def2-TZVPD) of a cluster of 2 separate species, CH4FNO in total.

## Properties
HOMO-LUMO gap (alpha / beta) = 8.771 / 8.773 eV
net charge = 0
HOMO level (alpha / beta) = -8.24 / -8.24 eV
lowest unoccupied orbital energy (alpha / beta) = 0.5 / 0.5 eV

Last column: Löwdin charge in e.
Atoms and positions in Å:
C (-0.42, 0.10, 0.52)  -0.0888
O (-0.71, -0.83, -0.38)  -0.0338
H (0.92, 1.91, -0.44)  0.0424
H (-0.77, 1.11, 0.36)  0.0861
H (-0.44, -1.72, -0.01)  0.1485
H (0.24, -0.38, 1.28)  0.1098
F (1.67, 0.33, -1.38)  -0.1895
N (1.40, 0.99, -0.21)  -0.0746

Arrangement x

The following is a DFT calculation (ωB97M-V/def2-TZVPD) of a cluster of 2 separate species, CH4FNO in total.

## Properties
HOMO-LUMO gap (alpha / beta) = 9.739 / 7.760 eV
net charge = 0
HOMO level (alpha / beta) = -9.37 / -7.70 eV
lowest unoccupied orbital energy (alpha / beta) = 0.4 / 0.1 eV

Last column: Löwdin charge in e.
Atoms and positions in Å:
H (0.84, 0.17, -1.39)  0.0935
O (-1.01, 1.23, -0.35)  -0.0060
F (-1.70, -0.81, 0.21)  0.0542
C (-0.65, -0.03, -0.09)  -0.6170
H (0.17, 0.35, 2.09)  0.0630
H (0.63, -1.45, -0.83)  0.1252
H (-1.97, 1.59, -0.43)  0.1730
N (0.18, -0.53, -1.10)  0.1141

Most stable to least stable, the ends of the list are arrangement x and arrangement w.

Arrangement w

The following is a DFT calculation (ωB97M-V/def2-TZVPD) of a cluster of 2 separate species, C10H18N4O2P in total.

## Properties
HOMO-LUMO gap = 8.131 eV
net charge = +1
HOMO level = -11.92 eV
lowest unoccupied orbital energy = -3.8 eV

Last column: Löwdin charge in e.
Atoms and positions in Å:
C (-2.80, -0.08, -0.81)  -0.0949
H (-3.81, 1.59, 1.95)  0.1201
C (2.34, -0.20, -0.80)  -0.1226
H (4.68, -1.81, 0.78)  0.1326
O (-5.09, 3.57, 1.51)  0.0824
H (2.49, -0.23, -1.87)  0.1355
H (4.29, 0.61, -0.85)  0.1877
N (3.49, 0.59, -0.21)  0.0864
N (2.57, -1.80, 1.09)  -0.0582
H (-2.51, -0.42, 1.28)  0.0937
H (0.08, -2.00, 1.50)  -0.0273
C (3.93, 0.18, 1.16)  -0.1005
C (2.24, -1.63, -0.31)  -0.4666
H (1.43, 0.37, -0.63)  0.1265
H (-4.55, 2.48, -2.17)  0.1211
C (-3.68, 1.34, 0.91)  -0.0009
O (-5.51, 3.99, -0.57)  0.0847
H (3.18, 1.56, -0.14)  0.1858
H (-0.03, -1.34, -1.59)  0.0045
H (0.58, -3.46, -1.26)  0.0121
H (4.95, 0.54, 1.29)  0.1401
C (-4.10, 1.85, -1.42)  -0.0028
H (3.32, 0.67, 1.91)  0.1430
N (-0.41, -2.29, 0.66)  -0.2686
C (3.91, -1.30, 1.37)  -0.1904
H (2.89, -2.25, -0.93)  0.1205
P (0.50, -2.21, -0.61)  0.7508
H (4.13, -1.46, 2.42)  0.1390
C (-2.95, 0.22, 0.53)  -0.0705
H (2.54, -2.80, 1.29)  0.1295
N (-5.01, 3.33, 0.32)  -0.3500
C (-4.24, 2.14, -0.08)  -0.1454
H (-3.25, 0.49, -2.83)  0.1067
C (-3.37, 0.73, -1.79)  -0.0675
H (-2.24, -0.96, -1.10)  0.0634

Arrangement x

The following is a DFT calculation (ωB97M-V/def2-TZVPD) of a cluster of 2 separate species, C10H18N4O2P in total.

## Properties
HOMO-LUMO gap = 8.327 eV
net charge = +1
HOMO level = -11.97 eV
lowest unoccupied orbital energy = -3.6 eV

Last column: Löwdin charge in e.
Atoms and positions in Å:
C (3.06, -2.38, 0.40)  -0.0664
O (2.80, -5.03, 3.51)  0.0839
N (1.24, 2.09, -0.06)  -0.2515
C (2.16, -1.59, 2.92)  -0.0016
C (3.00, -3.32, 1.43)  -0.0017
H (-3.50, 3.59, -0.65)  0.1401
H (-1.12, 2.02, -2.96)  0.1238
C (-1.59, 0.35, -1.68)  -0.1271
C (2.67, -1.07, 0.63)  -0.0947
H (-1.24, -0.09, -0.75)  0.1356
P (0.81, 1.68, -1.48)  0.7324
N (-3.11, 0.34, -1.59)  0.0736
H (-3.29, 3.06, -2.32)  0.1319
H (3.30, -4.34, 1.29)  0.1211
H (1.39, 2.35, -2.57)  0.0096
H (0.53, 2.38, 0.60)  -0.0101
H (-1.20, 3.59, -1.03)  0.1263
N (2.45, -3.89, 3.76)  -0.3495
H (-4.81, 1.50, -1.16)  0.1384
C (-3.07, 2.81, -1.27)  -0.1943
C (2.54, -2.90, 2.66)  -0.1431
H (-3.64, 1.32, 0.17)  0.1411
H (1.95, 0.36, 2.05)  0.0908
H (-3.38, -0.51, -1.09)  0.1808
H (-1.32, -0.30, -2.50)  0.1335
C (2.23, -0.67, 1.89)  -0.0731
N (-1.65, 2.68, -0.99)  -0.0666
H (1.82, -1.33, 3.91)  0.1197
O (2.01, -3.51, 4.82)  0.0807
H (-3.50, 0.24, -2.54)  0.1825
H (1.09, 0.35, -1.88)  0.0059
C (-3.76, 1.52, -0.89)  -0.0860
H (3.42, -2.68, -0.57)  0.1073
H (2.72, -0.34, -0.16)  0.0690
C (-1.02, 1.74, -1.90)  -0.4622

Most stable to least stable, the ends of the list are arrangement x and arrangement w.